ORCA calculation (ωB97M-V/def2-TZVPD) on a 3-piece molecular cluster, C3H13N3O2 overall.

ORCA input file:
```
! wB97M-V def2-TZVPD RIJCOSX def2/J DEFGRID3
* xyz 0 1
H 0.90409 2.66622 0.97485
N 0.39895 2.06844 0.33423
C -0.66840 1.50856 0.75295
N -1.20263 1.51901 2.01321
N -1.56594 1.00265 -0.23250
C -1.91842 -0.43616 -0.20047
C -0.77028 -1.44067 -0.52162
H -2.07387 1.04399 2.15564
H -0.75283 2.10555 2.68530
H -1.26533 1.30660 -1.16876
H -2.30579 -0.57524 0.83635
H -2.59499 -0.55297 -1.07068
H 0.13141 -1.30579 0.05663
H -1.26120 -2.36400 -0.15280
H -0.68225 -1.65128 -1.58555
O 2.10773 -2.90529 -2.06115
H 2.84941 -2.30608 -1.97718
H 1.31128 -2.49200 -1.72268
O 3.25122 0.67448 0.37641
H 3.81437 1.40744 0.14590
H 2.29347 0.72654 0.36192
*
```

structure (SMILES)	[H]/N=C(\N)NCC.O.O
energy	-11886.6451	eV

=====

ORCA calculation (ωB97M-V/def2-TZVPD) on a 3-piece molecular cluster, C3H13N4 overall.

ORCA input file:
```
! wB97M-V def2-TZVPD RIJCOSX def2/J DEFGRID3
* xyz 1 1
C 0.03123 0.10537 -2.59989
C 0.45865 -0.87810 -1.43512
C -0.60434 -0.45600 0.27188
N -0.13745 0.01303 1.38272
N -2.84696 -0.28196 0.82670
N -1.87368 -0.61818 -0.09831
N 2.06537 0.99900 2.13993
H -0.71552 -0.42024 -3.28867
H -0.62571 0.78667 -2.01590
H 0.85898 0.61448 -3.12451
H 1.46492 -0.72534 -0.90319
H 0.14566 -1.85123 -1.64848
H -0.91438 0.29823 1.91824
H 0.90493 0.55944 1.52504
H -3.57747 -0.93314 0.97022
H -3.46981 0.45127 0.51833
H -2.13848 -1.42471 -0.70354
H 2.29360 1.97167 2.50007
H 2.34905 0.24748 2.80632
H 2.65880 0.77660 1.35311
*
```

energy	-9273.1674	eV

=====

ORCA calculation (ωB97M-V/def2-TZVPD) on a 3-piece molecular cluster, C3H13N4 overall.

ORCA input file:
```
! wB97M-V def2-TZVPD RIJCOSX def2/J DEFGRID3
* xyz 1 1
C 0.66640 -1.37905 2.20255
C -1.25998 0.44514 0.71309
C 0.63046 -0.96415 0.81506
N 2.13612 -2.15373 -0.40362
N -0.83921 2.39219 -1.97049
N -0.13204 -0.25153 0.09885
N -0.06671 -0.15006 -1.23313
H 0.04271 -2.26560 2.34546
H 0.30776 -0.59285 2.87111
H 1.67907 -1.63936 2.50559
H -2.07540 -0.25822 0.87454
H -0.96938 0.88063 1.66634
H -1.59239 1.22636 0.03543
H 2.94439 -1.98435 0.18704
H 1.74992 -3.06352 -0.16974
H -1.36383 3.00467 -1.34952
H -1.41083 2.27359 -2.80155
H -0.32195 0.79477 -1.60838
H 0.73081 -0.64074 -1.62641
H -0.01251 2.91061 -2.25470
*
```

energy	-9271.9128	eV

=====

ORCA calculation (ωB97M-V/def2-TZVPD) on a 3-piece molecular cluster, C3H13N5 overall.

ORCA input file:
```
! wB97M-V def2-TZVPD RIJCOSX def2/J DEFGRID3
* xyz 0 1
C 0.41694 -0.60679 0.24491
C 0.67348 0.61075 -0.41892
C 2.68353 -0.13648 -0.30833
N -1.27610 1.21371 -0.52509
N -1.76141 1.59406 0.74587
N -2.10199 0.22181 -1.19062
N 0.44516 -0.69646 1.59910
N -0.05648 -1.65551 -0.46437
H -2.59727 2.17539 0.66543
H -1.99515 0.79212 1.34310
H -2.78833 0.69359 -1.78089
H -2.64244 -0.31513 -0.50336
H 0.96242 0.01494 2.08943
H 0.47409 -1.60907 2.02584
H -0.65429 -1.36962 -1.24165
H -0.37526 -2.46859 0.03921
H 0.68445 0.63277 -1.49222
H 0.90837 1.50027 0.13799
H 3.11069 0.51371 -1.06941
H 2.79668 -1.18610 -0.57457
H 3.09293 0.08063 0.67853
*
```

energy	-10766.7142	eV